1.
Molecular formula: C3H7N3O
Method: DFT, wB97M-V/def2-TZVPD

XYZ file:
```
14
Properties=species:S:1:pos:R:3
C -0.7046 -0.7896 -1.7303
N -0.7606 -0.5048 -0.3154
C 0.0909 -1.1138 0.5907
O 0.3333 -2.3023 0.6288
N 0.6497 -0.1605 1.4250
C 0.7174 1.1631 0.9341
N 0.2291 2.1369 1.5772
H 0.3391 -0.8750 -2.0587
H -1.1482 0.0566 -2.2621
H -1.2381 -1.7042 -1.9984
H -1.2592 0.3112 -0.0033
H 1.1921 -0.4548 2.2248
H 1.1900 1.2426 -0.0545
H 0.3690 2.9945 1.0423
```

As for the total charge: 0. The energy above the lowest of the compared OMol25 structures with the same formula, charge and spin comes out at 90.34 kJ/mol. For the HOMO-LUMO gap, the calculation gives 10.4 eV. Its calculated total energy is -9742.097 eV. The calculation puts the largest force on an atom at 0.4 eV/A. Its HOMO energy is -9.692 eV.

Mulliken atomic charge list, values in e, 4 entries:
1. C -0.905
2. N -0.219
3. C 0.362
4. O -0.588

2.
Molecular formula: C3H7N3O
Method: DFT, wB97M-V/def2-TZVPD

XYZ file:
```
14
Properties=species:S:1:pos:R:3
C 2.4740 0.2446 0.1259
N 1.1699 0.0620 0.7396
C 0.1813 -0.4893 -0.0280
O 0.3993 -1.0797 -1.0703
N -1.1116 -0.3008 0.4700
C -2.1694 -0.2679 -0.4301
N -3.1856 0.4489 -0.1865
H 2.3845 0.7310 -0.8524
H 2.9710 -0.7177 -0.0133
H 3.0829 0.8701 0.7805
H 0.8980 0.7303 1.4431
H -1.2526 0.2907 1.2789
H -1.9886 -0.8888 -1.3085
H -3.8530 0.3666 -0.9488
```

As for the total charge: 0. The energy above the lowest of the compared OMol25 structures with the same formula, charge and spin comes out at 20.08 kJ/mol. For the HOMO-LUMO gap, the calculation gives 10.5 eV. Its calculated total energy is -9742.825 eV. The calculation puts the largest force on an atom at 0.4 eV/A. Its HOMO energy is -9.721 eV.

Mulliken atomic charge list, values in e, 4 entries:
1. C -0.778
2. N -0.252
3. C 0.563
4. O -0.600

3.
Molecular formula: C3H7N3O2
Method: DFT, wB97M-V/def2-TZVPD

XYZ file:
```
15
Properties=species:S:1:pos:R:3
C -2.2800 -0.5693 0.5251
C 0.4640 0.0239 -0.4061
C 2.9109 0.0797 0.1058
H -3.5655 -0.8398 0.5596
H -1.8124 -1.3817 1.0446
H -1.9669 0.3387 1.3052
H -1.0190 -1.1800 -1.0104
H -0.7254 1.5835 -1.0401
H 1.4408 1.8417 0.5128
H 3.8261 0.7124 0.5353
N -1.7886 -0.0821 -0.8930
N -0.7438 0.7841 -0.4567
N 1.6653 0.8552 -0.0540
O 0.4544 -1.1473 -0.4015
O 3.1400 -1.0191 -0.3265
```

As for the total charge: 0. The energy above the lowest of the compared OMol25 structures with the same formula, charge and spin comes out at 564.86 kJ/mol. For the HOMO-LUMO gap, the calculation gives 10.4 eV. Its calculated total energy is -11785.459 eV. The calculation puts the largest force on an atom at 6.1 eV/A. Its HOMO energy is -9.976 eV.

Mulliken atomic charge list, values in e, 4 entries:
1. C -0.648
2. C 0.514
3. C 0.050
4. H 0.222

4.
Molecular formula: C3H7N3O2
Method: DFT, wB97M-V/def2-TZVPD

XYZ file:
```
15
Properties=species:S:1:pos:R:3
C 1.8850 2.0600 0.3050
C 0.1931 0.3853 0.1781
C -1.5367 -1.3721 0.8605
H 1.4876 2.6145 -0.5273
H 2.2457 2.7657 1.0632
H 2.6662 1.3676 -0.0077
H -0.6763 0.0831 1.9515
H -2.1440 -1.5324 1.7698
H -1.1019 -1.8854 -0.8747
H 0.6014 -0.7740 -2.5742
N -0.6405 -0.3054 1.0246
N -1.7230 -2.1095 -0.1446
N 0.5752 0.2972 -1.0349
O 0.8337 1.3154 0.9282
O -0.0599 -0.5972 -1.9004
```

As for the total charge: 0. The energy above the lowest of the compared OMol25 structures with the same formula, charge and spin comes out at 379.38 kJ/mol. For the HOMO-LUMO gap, the calculation gives 9.7 eV. Its calculated total energy is -11787.381 eV. The calculation puts the largest force on an atom at 1.9 eV/A. Its HOMO energy is -8.976 eV.

Mulliken atomic charge list, values in e, 4 entries:
1. C -0.666
2. C 0.662
3. C 0.092
4. H 0.295

5.
Molecular formula: C3H7N3O2
Method: DFT, wB97M-V/def2-TZVPD

XYZ file:
```
15
Properties=species:S:1:pos:R:3
C 2.3951 0.0867 -0.0990
C -0.9525 -0.8117 -0.1500
C -2.3947 -0.3843 0.0152
H 1.2688 1.8818 0.1065
H 2.9389 1.9509 -0.2734
H 1.3150 -1.6494 0.1259
H -0.9871 -1.9373 -0.0842
H -2.7815 -0.9866 0.8825
H -2.8857 -0.8146 -0.8432
H -2.0991 1.4542 0.6266
N 2.1053 1.4147 -0.1066
N 1.2514 -0.6851 -0.2020
N 0.0700 -0.0906 -0.0513
O 3.4416 -0.4706 0.1232
O -2.6855 1.0418 -0.0702
```

As for the total charge: 0. The energy above the lowest of the compared OMol25 structures with the same formula, charge and spin comes out at 260.71 kJ/mol. For the HOMO-LUMO gap, the calculation gives 10.0 eV. Its calculated total energy is -11788.611 eV. The calculation puts the largest force on an atom at 3.1 eV/A. Its HOMO energy is -9.284 eV.

Mulliken atomic charge list, values in e, 4 entries:
1. C 0.432
2. C -0.093
3. C -0.496
4. H 0.209

6.
Molecular formula: C3H7N3O2
Method: DFT, wB97M-V/def2-TZVPD

XYZ file:
```
15
Properties=species:S:1:pos:R:3
C 1.6034 -0.8338 1.3708
C -0.1106 0.2704 -0.1202
C -1.9816 1.3431 0.8210
H 1.0829 0.1456 2.2953
H 2.8505 -0.7663 1.0309
H 1.3402 -2.0499 1.8623
H -1.1608 1.0116 -1.7742
H -0.0969 -1.5628 -2.0801
H 1.3753 -0.6228 -2.3354
H -2.2370 1.6334 1.9190
N -0.5145 0.1894 -1.3910
N 0.2449 -0.6273 -2.3295
N -0.6195 0.9302 0.8757
O 0.8539 -0.5643 0.0577
O -2.6301 1.5035 -0.2022
```

As for the total charge: 0. The energy above the lowest of the compared OMol25 structures with the same formula, charge and spin comes out at 621.69 kJ/mol. For the HOMO-LUMO gap, the calculation gives 9.8 eV. Its calculated total energy is -11784.870 eV. The calculation puts the largest force on an atom at 5.2 eV/A. Its HOMO energy is -9.325 eV.

Mulliken atomic charge list, values in e, 4 entries:
1. C -0.623
2. C 0.810
3. C 0.091
4. H 0.310

7.
Molecular formula: C3H7N3O2
Method: DFT, wB97M-V/def2-TZVPD

XYZ file:
```
15
Properties=species:S:1:pos:R:3
C -1.1682 -1.1341 1.7260
C -0.9772 -0.0092 1.0277
C 0.4616 0.3767 0.7293
N -0.0874 1.5551 -1.2379
N 0.8170 0.7806 -0.6262
N 1.3034 -0.4782 -1.5160
O 1.6275 -1.5179 -1.0013
O 1.1391 -0.2214 -2.6785
H -2.0555 -1.5508 2.1101
H -0.2359 -1.5930 1.9776
H -1.8011 0.5028 0.6125
H 1.0705 -0.5879 0.9134
H 0.8904 1.2182 1.3199
H -1.0694 1.1656 -1.0953
H 0.0851 1.4935 -2.2615
```

Its multiplicity is 3. As for the total charge: 0. The energy above the lowest of the compared OMol25 structures with the same formula, charge and spin comes out at 429.42 kJ/mol. For the HOMO-LUMO gap (spin up / spin down), the calculation gives 6.5 / 7.2 eV. Its calculated total energy is -11780.828 eV. The calculation puts the largest force on an atom at 4.6 eV/A. Its HOMO energy (spin up / spin down) is -5.844 / -9.811 eV.

Mulliken atomic charge list, values in e, 4 entries:
1. C -0.919
2. C -0.028
3. C -0.301
4. N -0.540

8.
Molecular formula: C3H7N3OS
Method: DFT, wB97M-V/def2-TZVPD

XYZ file:
```
15
Properties=species:S:1:pos:R:3
C -2.8342 0.1803 0.1175
C -1.8036 -0.8357 -0.3047
C 1.6797 0.6005 0.0634
H -3.8660 -0.3593 -0.3673
H -2.3855 1.3289 -0.3228
H -3.1314 0.4001 1.4225
H -1.8789 -2.0126 -0.7352
H 2.0313 2.3999 -0.6881
H 1.2699 -1.5247 0.7047
H 3.7600 -0.4054 -0.2843
N -0.5900 -0.5196 -0.2318
N 2.5607 1.5352 -0.4296
N 2.0028 -0.5541 0.5537
O 3.2411 -1.2104 0.0893
S -0.0560 0.9769 0.4126
```

As for the total charge: 0. The energy above the lowest of the compared OMol25 structures with the same formula, charge and spin comes out at 676.45 kJ/mol. For the HOMO-LUMO gap, the calculation gives 9.4 eV. Its calculated total energy is -20571.173 eV. The calculation puts the largest force on an atom at 7.5 eV/A. Its HOMO energy is -8.873 eV.

Mulliken atomic charge list, values in e, 4 entries:
1. C -0.938
2. C 0.165
3. C 0.623
4. H 0.252

Which of these has the highest energy above the lowest of the compared OMol25 structures with the same formula, charge and spin? C3H7N3OS

Which value of energy above the lowest of the compared OMol25 structures with the same formula, charge and spin does entry 7 give? 429.42 kJ/mol

Look up the total charge of the fifth one. 0

Copy entry 2 word for word.
Molecular formula: C3H7N3O
Method: DFT, wB97M-V/def2-TZVPD

XYZ file:
```
14
Properties=species:S:1:pos:R:3
C 2.4740 0.2446 0.1259
N 1.1699 0.0620 0.7396
C 0.1813 -0.4893 -0.0280
O 0.3993 -1.0797 -1.0703
N -1.1116 -0.3008 0.4700
C -2.1694 -0.2679 -0.4301
N -3.1856 0.4489 -0.1865
H 2.3845 0.7310 -0.8524
H 2.9710 -0.7177 -0.0133
H 3.0829 0.8701 0.7805
H 0.8980 0.7303 1.4431
H -1.2526 0.2907 1.2789
H -1.9886 -0.8888 -1.3085
H -3.8530 0.3666 -0.9488
```

As for the total charge: 0. The energy above the lowest of the compared OMol25 structures with the same formula, charge and spin comes out at 20.08 kJ/mol. For the HOMO-LUMO gap, the calculation gives 10.5 eV. Its calculated total energy is -9742.825 eV. The calculation puts the largest force on an atom at 0.4 eV/A. Its HOMO energy is -9.721 eV.

Mulliken atomic charge list, values in e, 4 entries:
1. C -0.778
2. N -0.252
3. C 0.563
4. O -0.600